Entry 1:
19
Properties=species:S:1:pos:R:3 method="wB97M-V/def2-TZVPD" de_lowest_kcal_mol=0.0 lumo_energy_ha=-0.249 energy_ha=-2931.50232 total_charge=+1 fmax_ev_per_a=7.61 homo_energy_ev=-8.52
O 0.11 1.77 0.50
O 0.09 3.99 0.99
O 1.16 3.43 -0.65
O -1.70 0.74 3.25
O 2.13 2.55 1.51
Na 2.37 1.43 -2.07
O -2.60 -0.82 1.81
Na -2.04 -2.58 -3.78
O -0.01 -2.67 -1.82
O -0.42 -0.98 2.59
Cl -1.75 -0.74 2.93
Na 0.19 0.52 -5.09
O -0.90 -0.78 -0.65
Cl 0.24 -1.35 -1.25
O 1.34 -1.54 -0.45
O 0.47 -0.55 -2.42
Cl 0.92 2.91 0.66
Na 2.45 -3.79 -0.13
O -2.05 -1.55 4.07

=====

Entry 2:
51
Properties=species:S:1:pos:R:3 method="wB97M-V/def2-TZVPD" de_lowest_kcal_mol=82.8 lumo_energy_ha=-0.137 energy_ha=-2118.06420 total_charge=+1 fmax_ev_per_a=0.19 homo_energy_ev=-10.72
C 2.19 0.04 1.78
H 0.63 -0.24 4.78
H -5.34 -0.70 -1.51
O -1.52 -1.54 -2.11
H -0.90 1.14 4.89
C -3.26 0.11 -1.53
H -4.48 -2.36 0.26
C -2.86 3.89 -0.19
I -6.94 1.38 0.28
H -2.92 4.97 -0.16
C -1.32 0.59 2.86
H -4.89 3.55 0.54
C -2.34 -1.06 -1.39
H -3.33 0.57 -2.51
H -4.96 0.01 4.13
C -3.95 0.18 3.77
C -2.56 -1.32 0.12
C -2.95 0.58 4.64
C 2.88 0.22 -0.46
C -2.70 1.07 -0.43
C 1.14 0.19 2.75
H 4.89 -0.33 -0.94
C 2.65 -0.82 4.37
C -3.66 0.02 2.42
N -0.03 0.77 2.31
N -2.10 0.02 0.58
H 2.61 0.48 -1.48
C -4.94 0.67 0.27
C -3.91 1.74 0.13
N -1.58 1.93 -0.78
C 4.43 -0.60 1.14
C -1.74 3.31 -0.66
C 3.67 -0.91 3.47
H -5.55 -0.79 1.82
C -1.65 0.79 4.20
C -2.36 0.25 1.98
H -3.18 0.74 5.68
H 4.64 -1.31 3.74
H -0.89 3.89 -0.99
N 1.94 0.36 0.46
H 2.80 -1.17 5.39
C 4.16 -0.24 -0.16
C -3.98 3.07 0.21
C -4.63 -0.40 1.38
I -1.40 -2.85 0.97
In -0.08 0.98 0.26
C 1.40 -0.28 4.02
C -4.08 -1.36 0.27
H 5.40 -0.99 1.40
C 3.44 -0.49 2.14
C -4.56 -0.37 -0.84

=====

Entry 3:
9
Properties=species:S:1:pos:R:3 method="wB97M-V/def2-TZVPD" de_lowest_kcal_mol=29.4 lumo_energy_ha=0.256 energy_ha=-809.71973 total_charge=-2 smiles="O=S(=O)([O-])NN[O-]" fmax_ev_per_a=2.62 homo_energy_ev=1.60
S 1.81 -0.01 -0.07
O -1.94 0.14 -0.12
O 1.86 0.27 -1.57
H 0.06 -1.46 0.10
O 2.22 1.23 0.62
N 0.31 -0.51 0.61
O 2.70 -1.15 0.28
H -0.42 1.15 -0.26
N -0.84 0.59 0.48

=====

Entry 4:
114
Properties=species:S:1:pos:R:3 method="wB97M-V/def2-TZVPD" de_lowest_kcal_mol=0.0 lumo_energy_ha=0.002 energy_ha=-3147.16370 smiles="COC(=O)OC.COC(=O)OC.COC(=O)OC.COC(=O)OC.COC(=O)OC.COC(=O)OC.COC(=O)OC.COC(=O)OC.CC#N.CC#N.CC#N" fmax_ev_per_a=4.78 homo_energy_ev=-10.35
H -10.74 10.20 -9.12
H -10.21 8.21 0.82
O -9.80 6.79 -3.97
H -7.20 5.45 2.69
H -12.36 10.00 -9.61
N -11.23 10.76 1.48
C -10.49 5.68 -4.55
O -15.44 3.65 -1.34
O -8.48 12.77 -7.54
O -12.68 10.17 -7.30
H -13.03 12.01 -4.96
H -9.65 8.70 -0.69
H -6.59 8.96 -6.78
C -9.78 7.54 -9.40
H -14.74 4.86 -3.49
H -12.67 15.38 -7.24
O -7.26 3.36 -4.28
H -13.88 4.09 -4.86
H -10.12 1.20 -2.96
O -14.11 2.93 -3.11
H -9.56 10.89 -3.56
N -8.91 5.58 -7.88
H -10.62 8.10 -8.99
O -16.28 3.37 -7.96
C -10.73 14.75 -5.20
C -7.97 11.61 -8.16
H -9.89 4.96 -5.12
H -13.45 15.04 -5.65
H -9.61 2.08 -4.46
C -9.33 6.44 -8.54
H -14.15 13.18 -5.33
O -11.37 15.83 -5.64
H -17.96 4.30 -7.15
C -7.17 2.49 -3.45
H -12.60 4.68 -8.76
H -14.44 1.74 0.52
H -9.11 10.58 -5.16
N -10.61 5.79 -1.42
O -7.36 7.86 -0.31
C -9.08 13.73 -8.43
H -12.77 4.99 -7.01
C -17.68 3.71 -8.03
O -6.91 5.55 0.04
C -14.71 2.80 -1.90
C -10.30 12.18 -0.44
H -9.24 12.09 -0.67
H -10.79 10.61 -4.76
H -8.56 6.46 3.48
H -7.00 9.26 -8.55
H -11.31 10.89 -10.68
H -11.04 4.96 -3.94
O -15.86 5.46 -7.22
H -8.17 14.95 -3.29
H -9.87 2.93 -2.98
C -13.95 4.17 -3.77
O -13.07 12.51 -6.95
C -9.83 10.26 -4.40
O -7.57 10.72 -7.22
H -9.01 8.26 -9.70
C -8.12 6.03 2.58
H -14.66 11.59 -5.75
C -12.73 15.66 -6.18
H -6.09 7.30 -1.86
H -18.00 4.18 -8.96
O -11.92 11.78 -8.74
C -11.55 10.73 -9.63
H -13.08 16.69 -6.22
O -7.89 6.94 1.55
H -9.57 13.95 -2.87
H -4.29 2.96 -1.78
H -6.30 9.03 -1.68
O -9.63 8.95 -3.87
H -12.97 4.53 -3.47
C -4.98 3.19 -2.59
C -9.86 7.93 -4.72
O -14.51 1.61 -1.48
C -10.80 11.35 0.61
C -15.47 4.35 -7.60
C -13.78 12.23 -5.72
C -6.69 9.67 -7.60
C -10.54 6.80 -0.86
O -9.61 15.15 -4.64
O -14.17 4.02 -7.94
O -10.03 7.96 -5.96
C -6.82 8.07 -1.59
H -7.72 7.81 -2.15
H -10.42 13.20 -0.06
C -10.48 8.16 -0.23
O -6.01 2.25 -2.63
C -7.33 6.69 0.34
O -11.12 13.57 -5.34
C -13.25 5.08 -7.98
C -12.53 11.36 -7.60
H -16.03 1.35 -0.07
O -7.82 11.45 -9.36
O -8.19 1.66 -3.01
H -10.91 12.14 -1.35
H -5.76 10.24 -7.62
H -14.52 0.17 -0.14
H -8.73 13.82 -9.46
H -8.78 5.24 2.23
C -14.97 1.16 -0.24
H -13.58 6.09 -8.20
H -5.34 4.20 -2.38
H -4.33 3.24 -3.46
H -10.16 13.68 -8.52
H -11.25 5.98 -5.27
C -9.49 1.99 -3.38
H -11.40 8.71 -0.40
H -8.84 14.66 -7.92
C -8.93 14.28 -3.69
H -18.21 2.77 -7.88
H -10.10 7.20 -10.38
H -8.49 13.48 -4.28

=====

Entry 5:
29
Properties=species:S:1:pos:R:3 method="wB97M-V/def2-TZVPD" de_lowest_kcal_mol=0.0 lumo_energy_ha=-0.010 energy_ha=-3444.46632 fmax_ev_per_a=1.04 homo_energy_ev=-10.43
H 1.95 -0.31 2.05
H -2.27 0.06 1.64
H 0.77 -3.36 -0.09
H -0.95 -1.26 -1.52
O -2.07 2.15 -1.17
H 2.19 1.64 2.53
H -3.30 1.81 2.11
H -1.85 -1.15 -0.31
H 1.01 -2.22 -3.39
H -2.49 2.15 0.88
H 2.36 -0.58 3.49
H 2.20 -3.01 0.24
O 1.82 0.00 2.95
H 1.37 2.91 2.56
Kr 3.47 0.37 -0.27
O 1.56 -2.97 -0.46
O -1.86 -1.32 -1.26
H 0.87 1.11 -3.54
H -1.92 -1.35 2.05
O 2.26 2.59 2.42
O 0.13 1.07 -2.93
He 0.78 0.33 -0.44
O -2.32 -0.85 1.34
O 0.97 -1.58 -2.68
H 0.01 0.13 -2.76
O -2.40 1.88 1.79
H -1.15 1.90 -1.29
H -2.49 1.92 -2.00
H 1.37 -2.02 -1.93

=====

Entry 6:
21
Properties=species:S:1:pos:R:3 method="wB97M-V/def2-TZVPD" de_lowest_kcal_mol=38.2 lumo_energy_ha=-0.007 energy_ha=-535.06292 smiles=O.O.O.O.O.O.O fmax_ev_per_a=2.30 homo_energy_ev=-10.24
O 0.26 -1.00 0.27
H -0.64 3.75 1.03
H 0.55 1.85 -0.52
H -3.73 -1.50 -0.09
H -0.33 2.34 1.13
H 3.64 -0.36 -1.41
O -2.96 -1.00 0.05
O 3.49 -1.20 -1.01
O -0.64 0.76 2.03
H -2.24 -1.58 -0.18
H -0.98 -1.52 -2.65
H -0.07 -0.45 1.02
H -1.59 0.83 1.95
H -0.39 -1.94 -1.35
O -0.39 3.03 0.47
O 1.09 1.25 -1.11
H -0.41 1.17 2.85
H 1.03 0.41 -0.70
O -0.79 -2.28 -2.16
H 4.00 -1.25 -0.20
H 1.10 -1.31 0.57

=====

Entry 7:
57
Properties=species:S:1:pos:R:3 method="wB97M-V/def2-TZVPD" lumo_energy_ha=0.161 energy_ha=-1475.55491 total_charge=-2 fmax_ev_per_a=2.66 homo_energy_ev=0.34
H 6.22 -0.09 -1.50
C 0.64 2.84 -0.21
C 6.28 0.45 -0.44
O -1.01 -4.41 0.75
H -4.75 0.92 -0.39
H -3.27 -0.05 1.97
H 8.04 -0.36 0.81
H -5.63 -1.83 -3.04
O -2.11 -3.25 2.55
H 1.68 1.08 0.38
H 4.18 -0.05 0.39
H -2.41 -1.02 0.60
C 6.93 -2.15 -0.08
H 5.85 -2.58 -0.16
H 4.77 1.75 0.69
H 6.31 -0.66 1.63
H 0.82 3.82 0.44
H 4.72 2.19 -1.98
H -0.70 0.97 0.03
C -0.71 2.08 0.42
C -4.70 -1.39 0.62
H -3.10 0.63 -1.26
C 6.89 -0.64 0.62
H 2.37 2.78 -2.11
H -3.54 -1.93 -1.33
H -1.06 3.18 2.38
C -3.14 2.32 0.42
O -0.17 -2.28 1.51
H -3.25 2.26 1.58
C 4.69 0.88 -0.11
S -0.81 -3.54 1.93
H -1.05 1.29 2.62
H 7.44 -2.09 -1.15
H -4.87 -3.21 -0.87
N -7.18 -1.64 -1.50
H 1.79 0.96 -2.04
H -7.51 -2.41 -2.15
H 7.59 -2.83 0.62
H -3.98 3.09 0.06
H 6.93 1.42 -0.53
C 2.47 1.75 -1.50
C -4.63 -2.05 -0.89
H -5.70 -0.75 0.67
O 0.06 -4.23 2.90
H 0.40 3.21 -1.30
N 1.90 1.98 -0.11
C -3.37 -0.41 0.84
C -5.73 -1.37 -1.94
H -4.74 -2.27 1.40
H -5.57 -0.22 -2.06
C -3.58 0.86 -0.21
C -0.50 2.17 2.07
H 0.63 2.25 2.33
H 4.14 0.39 -2.27
C 4.05 1.34 -1.54
O -1.86 2.85 -0.07
H -7.18 -2.00 -0.51

=====

Entry 8:
9
Properties=species:S:1:pos:R:3 method="wB97M-V/def2-TZVPD" de_lowest_kcal_mol=10.0 lumo_energy_ha=-0.076 energy_ha=-1046.28401 smiles="C=C(O)I.II" fmax_ev_per_a=3.44 homo_energy_ev=-8.93
H 0.92 0.53 -1.33
H -1.85 1.12 1.25
I -0.60 -1.84 -1.45
O 0.14 0.93 -0.74
C -0.82 0.06 -0.44
I 3.04 1.03 1.38
H -2.57 -0.65 0.67
C -1.79 0.19 0.50
I 3.53 -1.36 0.16